(1)
This record from the Open Molecules 2025 dataset describes a molecular structure, C22H49BN3O13P2S2. The level of theory is ωB97M-V/def2-TZVPD.

Calculated values
**Gap between HOMO and LUMO**: 4.01 eV

Geometry as ORCA input:
```
! wB97M-V def2-TZVPD RIJCOSX def2/J DEFGRID3
* xyz -1 1
N -0.30741 5.02154 -2.80736
B 0.16003 3.65258 -3.07545
O 1.12152 3.00418 -2.27642
S -0.52777 2.67728 -4.55603
O -1.95223 2.32274 -4.33652
O -0.43428 3.51562 -5.77011
N 0.45809 1.33598 -4.68530
S -0.31767 -0.08064 -4.26832
O 0.72586 -1.13332 -4.27790
O -1.32087 -0.46873 -5.28790
C -1.02089 -0.07923 -2.57321
C -2.34345 -0.90415 -2.44931
C -2.88721 -0.97546 -0.95821
C -4.01997 0.08166 -0.66456
C -3.93927 0.75770 0.75513
C -2.50574 1.37168 0.96037
C -2.46903 2.71713 1.76427
C -0.97683 3.18284 2.06240
C -0.03400 3.13299 0.80954
C 1.50042 3.37652 1.13155
C 2.30004 2.00239 1.28049
C 1.66063 1.23202 2.48982
N 2.46703 0.11274 3.01276
C 3.58488 -0.53254 2.51991
C 3.83872 -1.56352 3.50826
C 2.84174 -1.50509 4.59931
C 1.99393 -0.38894 4.22476
H 0.47772 5.66674 -2.67775
H -0.86430 5.07104 -1.94737
H 1.87015 2.71805 -2.83759
H -1.23255 0.98641 -2.30887
H -0.22937 -0.48804 -1.89678
H -3.13845 -0.49437 -3.11764
H -2.13585 -1.95541 -2.79517
H -3.35833 -1.99640 -0.87091
H -2.03451 -0.96992 -0.23626
H -3.90961 0.90104 -1.42743
H -5.03136 -0.40780 -0.74014
H -4.67518 1.61577 0.74211
H -4.27732 0.09682 1.59796
H -2.07746 1.56107 -0.06466
H -1.81889 0.63683 1.45241
H -3.02642 3.56048 1.28204
H -2.97829 2.51022 2.75144
H -0.63052 2.58722 2.94141
H -1.05499 4.25000 2.41200
H -0.38499 3.95177 0.11712
H -0.08355 2.18706 0.21838
H 1.92520 3.86816 0.21095
H 1.66179 4.01902 2.03189
H 2.07382 1.43268 0.33500
H 3.40042 2.17866 1.38862
H 0.66466 0.82206 2.15397
H 1.40784 1.95877 3.31077
H 4.10977 -0.27147 1.58589
H 4.65124 -2.31833 3.44574
H 2.70070 -2.12787 5.50174
H 1.11486 0.07745 4.70658
C -0.76137 -1.76316 -11.47901
O -1.10014 -2.02286 -10.12728
P -2.73526 -1.87221 -9.68337
O -3.27881 -2.54026 -10.92855
O -2.64700 -0.24348 -9.83337
C -1.78344 0.45112 -8.91467
O -4.24662 -1.75575 -8.91705
C -5.33078 -1.25404 -9.68093
H 0.30581 -1.53647 -11.51614
H -0.94759 -2.64919 -12.08717
H -1.31651 -0.91236 -11.87796
H -0.89386 0.78605 -9.44922
H -1.48292 -0.18495 -8.08040
H -2.31030 1.31974 -8.52266
H -5.77978 -2.06124 -10.26159
H -5.02247 -0.44489 -10.34326
H -6.07719 -0.86947 -8.98356
C 2.20683 -5.09849 9.50656
O 2.09470 -3.97927 10.37695
P 3.11984 -2.65256 10.08903
O 2.97253 -2.68336 8.58561
O 4.40718 -3.53609 10.61295
C 4.41528 -3.92264 11.98946
O 4.06177 -1.24099 10.11050
C 5.15256 -1.16431 9.19850
H 1.78643 -5.96361 10.02221
H 1.62935 -4.92330 8.59912
H 3.24670 -5.31011 9.25304
H 4.20423 -4.99052 12.06074
H 3.67229 -3.37373 12.57165
H 5.40470 -3.72707 12.40318
H 4.79854 -0.81521 8.22831
H 5.65955 -2.12257 9.08799
H 5.86324 -0.43636 9.59296
*
```

(2)
This record from the Open Molecules 2025 dataset describes a molecular structure, C35H20BF4IN13ORbS4. The level of theory is ωB97M-V/def2-TZVPD.

Calculated values
**Gap between HOMO and LUMO (spin up / spin down)**: 6.02 / 4.80 eV

Geometry as ORCA input:
```
! wB97M-V def2-TZVPD RIJCOSX def2/J DEFGRID3
* xyz -2 1
Rb 0.41680 -0.35614 -0.38594
C -1.60372 0.57454 6.01514
C -2.53525 -0.43088 5.75611
C -2.71847 -0.89065 4.46417
C -1.95927 -0.34598 3.43232
C -1.01607 0.63312 3.68601
C -0.84887 1.10471 4.98248
N -2.07029 -0.77931 2.05922
N -3.15686 -1.29301 1.78746
C -3.29639 -1.71532 0.41078
C -4.25308 -2.68807 0.18026
C -4.44617 -3.12105 -1.12260
C -3.70198 -2.54491 -2.13632
C -2.78286 -1.55636 -1.80386
N -2.58037 -1.15434 -0.54953
H -1.45382 0.92640 7.02883
H -3.10889 -0.86194 6.56755
H -3.42816 -1.67560 4.24095
H -0.42583 1.03296 2.87131
H -0.10629 1.86896 5.17758
H -4.81364 -3.08811 1.01436
H -5.17382 -3.89364 -1.33992
H -3.81629 -2.84636 -3.16838
H -2.16652 -1.09063 -2.56376
O 3.86966 3.12815 7.03306
C 3.41475 2.62256 6.03336
S 2.97439 3.53492 4.58678
C 2.47697 2.19083 3.56657
C 2.57306 0.90931 4.15870
S 2.10293 -0.53394 3.48819
S 3.21218 0.88921 5.80689
S 1.96939 2.54431 2.00669
B 0.00491 -0.56586 -4.98086
N -0.64481 0.60700 -4.16333
C -1.64504 1.37493 -4.63094
C -1.88157 2.39439 -3.72833
C -0.94695 2.15250 -2.71279
N -0.20778 1.07792 -2.98039
N 0.72744 -1.57702 -4.05078
C 1.86693 -2.23109 -4.33588
C 2.07554 -3.19798 -3.37058
C 0.97920 -3.04092 -2.50885
N 0.17211 -2.06682 -2.92584
H 0.83872 -0.13624 -5.75748
H -0.91116 -1.11648 -5.57564
H -2.11603 1.13811 -5.57128
H -2.61778 3.17871 -3.78856
H -0.79230 2.69735 -1.79246
H 2.44656 -1.96255 -5.20388
H 2.89508 -3.89325 -3.29458
H 0.74972 -3.57649 -1.59934
I -4.33304 4.94829 -1.04855
C -2.77133 4.05146 -0.05266
C -1.50078 4.55570 0.10643
N -0.82228 3.62642 0.80338
N -1.56580 2.55931 1.11584
C -2.75989 2.80410 0.60040
H -1.04967 5.47463 -0.22656
H 0.12829 3.66502 1.16401
H -3.55467 2.08126 0.69608
F 6.52445 -2.25315 -3.10977
C 5.94520 -1.09523 -2.75450
C 6.38680 0.03922 -3.35728
F 7.38075 -0.07999 -4.25097
C 5.86969 1.33114 -3.07183
C 4.82751 1.31486 -2.10401
C 4.38860 0.17670 -1.50216
F 3.40920 0.29485 -0.59071
C 4.92020 -1.11330 -1.77207
C 4.48281 -2.28920 -1.13787
C 3.36548 -2.33217 -0.25323
N 2.45967 -2.44047 0.45350
C 5.07115 -3.57208 -1.35477
N 5.51439 -4.63134 -1.46499
F 4.23958 2.46711 -1.77018
C 6.34948 2.50822 -3.67766
C 5.98500 3.82162 -3.24532
N 5.76962 4.90451 -2.91307
C 7.26774 2.50783 -4.77312
N 7.98373 2.56698 -5.67549
*
```

(3)
This record from the Open Molecules 2025 dataset describes a gas-phase ion, C12H23BrNO4 (charge -1). The level of theory is ωB97M-V/def2-TZVPD.

Calculated values
**Gap between HOMO and LUMO**: 7.12 eV
**SMILES string**: CCCCO[C@](C)(C(=O)[O-])N(OCC)[C@H](Br)CC

Geometry as ORCA input:
```
! wB97M-V def2-TZVPD RIJCOSX def2/J DEFGRID3
* xyz -1 1
C -1.16900 1.31468 -3.22195
C 0.41181 1.07970 -3.41609
C 1.34729 2.06263 -2.55934
C 2.03324 1.21378 -1.34895
O 0.95571 0.77469 -0.51099
C 1.27749 -0.47650 0.19788
C 2.76664 -0.45965 0.74303
C 1.05853 -1.62842 -0.94548
O 2.06549 -2.10792 -1.59265
O -0.22778 -2.10292 -1.22070
N 0.17598 -0.64272 1.17396
O -0.55044 0.48559 1.39318
C -1.89893 0.35818 0.83985
C -2.37256 1.88993 0.52802
C 0.46989 -1.41195 2.38338
Br 1.09233 -3.27775 2.11929
C -0.81080 -1.50781 3.38727
C -1.99946 -2.43368 2.76884
H -1.36770 2.43582 -3.12421
H -1.49008 0.71898 -2.28372
H -1.75719 0.85053 -4.10028
H 0.60273 -0.03332 -3.16587
H 0.64673 1.18909 -4.53803
H 0.82763 2.99148 -2.14909
H 2.22763 2.37105 -3.24497
H 2.64060 0.39478 -1.85806
H 2.75459 1.95801 -0.82924
H 3.02892 -1.20388 1.56317
H 2.97653 0.60172 1.15724
H 3.57365 -0.61822 -0.07005
H -1.91966 -0.28784 -0.11366
H -2.65668 -0.03138 1.61728
H -3.22835 2.15164 1.26238
H -2.66506 2.04794 -0.56375
H -1.50987 2.60882 0.79493
H 1.28674 -0.88381 3.01763
H -1.17433 -0.48803 3.74076
H -0.41641 -2.10468 4.29732
H -2.96409 -1.80477 2.90129
H -2.15821 -3.40654 3.33960
H -1.88355 -2.58723 1.63080
*
```

(4)
This record from the Open Molecules 2025 dataset describes 13 unconnected molecules or ions with the total composition C72H175N13O13. The level of theory is ωB97M-V/def2-TZVPD.

Calculated values
**Gap between HOMO and LUMO**: 7.95 eV

Geometry as ORCA input:
```
! wB97M-V def2-TZVPD RIJCOSX def2/J DEFGRID3
* xyz 0 1
C -9.55704 -0.40258 -1.34087
C -8.21204 -0.51108 -0.66526
C -7.19711 -1.33735 -1.51961
O -6.10286 -1.56395 -0.72872
C -4.87329 -1.80587 -1.31776
N -7.61428 0.79605 -0.33978
H -10.28129 0.08138 -0.68561
H -9.92268 -1.42888 -1.37391
H -9.55121 0.07530 -2.32051
H -8.44261 -1.01112 0.27543
H -6.84769 -0.88343 -2.44696
H -7.55552 -2.24542 -2.00443
H -4.73232 -2.77589 -1.79450
H -4.02451 -1.79680 -0.63396
H -4.73767 -1.14768 -2.17596
H -6.79202 0.63906 0.22533
H -7.20098 1.29086 -1.11724
C -0.76307 -2.70216 4.05182
C 0.30221 -3.10270 5.12750
C 1.56030 -2.19493 4.96963
O 2.21311 -2.21872 3.67098
C 2.91051 -3.42720 3.40463
N -0.25300 -2.92456 6.44641
H -1.68224 -3.26376 4.21865
H -0.37585 -2.81234 3.03889
H -1.16435 -1.68902 4.02691
H 0.62111 -4.14469 5.10172
H 2.31443 -2.52238 5.68528
H 1.30955 -1.21916 5.38570
H 3.72249 -3.55640 4.12025
H 3.36080 -3.52757 2.41708
H 2.27329 -4.31132 3.38494
H -0.70100 -3.76936 6.77156
H -0.87623 -2.13161 6.50035
C 1.72535 3.19210 0.18455
C 3.17912 2.87466 0.65383
C 3.31169 1.72785 1.74869
O 2.15670 1.74707 2.45076
C 2.16835 1.15424 3.74812
N 4.01860 2.47814 -0.44020
H 1.19163 2.26386 -0.01945
H 1.73493 3.84737 -0.68644
H 1.07754 3.69895 0.89977
H 3.58427 3.82892 0.99051
H 4.26422 1.87438 2.25790
H 3.42505 0.75688 1.26654
H 2.05119 1.81295 4.60863
H 3.10705 0.73055 4.10507
H 1.38068 0.40756 3.84892
H 3.74946 1.53733 -0.69027
H 3.65038 3.06726 -1.17331
C 3.60880 -3.74610 -2.03347
C 4.90623 -4.53729 -1.91970
C 6.18358 -3.70223 -2.33730
O 7.26766 -4.54460 -2.66673
C 8.45489 -3.88259 -3.00303
N 4.95832 -5.01200 -0.54227
H 2.71260 -4.30959 -1.77392
H 3.48361 -3.35064 -3.04146
H 3.55505 -2.85501 -1.40802
H 4.83573 -5.44193 -2.52367
H 6.36770 -3.08128 -1.46058
H 5.97598 -2.98255 -3.12917
H 8.77252 -3.19287 -2.22105
H 8.26362 -3.30901 -3.90996
H 9.18134 -4.66007 -3.23944
H 5.38350 -5.92804 -0.52834
H 4.04566 -5.28198 -0.20426
C -9.35793 5.55851 1.28677
C -8.46504 4.58421 0.57239
C -6.97767 4.82072 0.75244
O -6.35194 3.94231 -0.25458
C -5.02702 3.63991 0.02523
N -8.68042 3.22312 1.14114
H -10.40601 5.28618 1.16239
H -9.29205 6.57119 0.88897
H -9.10224 5.62277 2.34441
H -8.81366 4.47052 -0.45407
H -6.60486 4.55358 1.74124
H -6.79045 5.88700 0.62561
H -4.43096 4.55049 0.08571
H -4.61712 3.05338 -0.79701
H -5.04048 2.99041 0.90048
H -8.15678 2.59834 0.54487
H -9.64746 2.94980 1.03996
C 0.26352 -2.22235 -0.94252
C 0.41205 -0.91907 -0.20003
C -0.75196 -0.57218 0.84382
O -2.06462 -0.55611 0.16960
C -2.44001 0.77023 -0.16996
N 1.65380 -1.09902 0.51525
H -0.70859 -2.26937 -1.43333
H 0.31912 -3.08114 -0.27357
H 1.03286 -2.43299 -1.68539
H 0.55799 -0.22803 -1.03025
H -0.45786 0.28732 1.44621
H -0.82825 -1.41483 1.53100
H -3.52479 0.68488 -0.23359
H -2.11323 1.10345 -1.15499
H -2.06510 1.50457 0.54297
H 1.80995 -1.96664 1.00817
H 1.72089 -0.36528 1.20606
C 6.63990 -0.44339 2.11680
C 6.33059 -1.76101 1.37870
C 6.26699 -2.89389 2.46490
O 7.55114 -3.17327 3.09571
C 7.52556 -4.54041 3.44808
N 5.07385 -1.77432 0.56482
H 5.70611 -0.05658 2.52486
H 7.18155 0.22093 1.44345
H 7.46198 -0.67936 2.79253
H 7.18225 -2.03611 0.75652
H 5.75175 -3.77621 2.08526
H 5.58317 -2.63385 3.27291
H 6.72887 -4.70033 4.17460
H 8.42893 -4.80461 3.99783
H 7.35790 -5.19055 2.58941
H 4.93813 -2.71830 0.23230
H 4.24606 -1.52669 1.08783
C -1.45456 0.82270 5.24258
C -2.71179 0.62656 6.09128
C -2.47279 0.34023 7.60935
O -1.70501 -0.83383 7.73892
C -0.89639 -0.86157 8.94295
N -3.36834 1.87163 6.08757
H -0.89144 1.69013 5.58687
H -1.59560 0.67872 4.17137
H -0.87527 -0.04418 5.56045
H -3.41202 -0.04882 5.59970
H -3.38604 0.09582 8.15188
H -1.97822 1.15744 8.13438
H -1.52403 -1.19497 9.76940
H -0.39966 0.05471 9.26199
H -0.00667 -1.48525 8.85633
H -4.33417 1.76736 6.36396
H -3.31908 2.14257 5.11583
C 2.60716 0.62586 -3.41255
C 3.84216 -0.12341 -2.96041
C 5.22568 0.37244 -3.49229
O 5.15494 0.44023 -4.89792
C 6.24511 1.21758 -5.44259
N 3.73264 -0.12999 -1.54326
H 2.72798 1.63378 -3.01554
H 1.60611 0.24154 -3.21679
H 2.67518 0.71547 -4.49672
H 3.68182 -1.14413 -3.30756
H 5.93658 -0.37635 -3.14296
H 5.28204 1.30339 -2.92813
H 6.85242 0.73764 -6.21000
H 6.91388 1.55170 -4.64938
H 5.86429 2.12350 -5.91419
H 4.45292 -0.73843 -1.18116
H 2.85159 -0.56627 -1.31199
C -1.08386 -1.77119 -7.37602
C -1.54085 -1.96128 -5.91554
C -1.03270 -0.79403 -5.10566
C -1.81896 0.51096 -5.36479
C -3.31637 0.27528 -5.01789
C -3.90990 -0.88974 -5.83506
N -3.01245 -2.04136 -5.78334
O -3.52347 -3.23509 -6.33178
C -5.32972 -1.20023 -5.20220
C -4.14910 -0.30595 -7.28665
C -0.88903 -3.25088 -5.32719
H -1.48132 -0.86959 -7.84210
H -1.38004 -2.61868 -7.99420
H -0.00083 -1.68008 -7.45864
H -1.15729 -1.02249 -4.04717
H 0.00623 -0.57421 -5.35140
H -1.75198 0.93381 -6.36720
H -1.44533 1.27404 -4.68200
H -3.88979 1.15655 -5.30537
H -3.44639 0.03461 -3.96278
H -5.81295 -2.05253 -5.67989
H -5.28868 -1.68110 -4.22487
H -6.01594 -0.35336 -5.20537
H -4.94517 0.43812 -7.31341
H -3.23602 0.10349 -7.71879
H -4.52206 -1.07533 -7.96270
H -1.30327 -3.50841 -4.35241
H 0.17781 -3.09610 -5.16598
H -1.07745 -4.07655 -6.01339
H -3.61257 -3.68689 -5.48945
C -1.18178 5.59482 4.82180
C -1.02709 5.20330 3.36058
C -1.99511 6.05980 2.47999
C -1.50840 7.47694 2.19616
C -0.05459 7.48097 1.67894
C 0.94871 6.79434 2.59221
N 0.36742 5.43674 2.95807
O 1.26289 4.65229 3.64482
C 2.18752 6.62739 1.67940
C 1.30389 7.68079 3.76291
C -1.37951 3.64805 3.17941
H -2.20423 5.59593 5.19953
H -0.79990 6.55705 5.16297
H -0.63458 4.88245 5.43922
H -2.13976 5.52720 1.54003
H -3.01132 5.98396 2.86685
H -1.61212 8.10733 3.07931
H -2.09939 7.83633 1.35374
H 0.22212 8.43164 1.22312
H -0.21835 6.80999 0.83569
H 2.54927 7.58475 1.30432
H 2.97842 6.04589 2.15314
H 1.96420 6.03644 0.79114
H 1.85170 8.55324 3.40678
H 0.33265 7.86645 4.22152
H 1.76762 7.15411 4.59697
H -0.81467 3.04734 3.89228
H -1.26611 3.22036 2.18325
H -2.40165 3.38121 3.44795
H 1.14404 3.75480 3.32548
C 0.39567 5.68526 -5.40577
C -0.81385 6.32819 -4.76443
C -2.09104 5.91045 -5.47066
C -2.45061 4.45103 -5.28142
C -2.64061 4.13924 -3.77899
C -1.33767 4.55652 -2.93859
N -0.99625 5.90210 -3.35128
O -0.00101 6.40869 -2.57761
C -1.84861 4.48432 -1.51348
C -0.19268 3.57615 -3.27542
C -0.77207 7.85034 -4.91862
H 0.32508 4.67176 -5.80067
H 1.22398 5.69338 -4.69729
H 0.68200 6.19627 -6.32501
H -3.03405 6.41188 -5.25295
H -1.95549 6.04804 -6.54342
H -1.70810 3.76802 -5.69406
H -3.36714 4.24978 -5.83603
H -2.91159 3.09501 -3.62327
H -3.51560 4.71748 -3.48213
H -2.63888 5.20457 -1.30173
H -2.05810 3.44666 -1.25371
H -1.07770 4.82926 -0.82441
H -0.17281 3.28796 -4.32644
H 0.80945 3.94883 -3.06343
H -0.24307 2.65704 -2.69163
H 0.27088 8.15990 -4.85137
H -1.28081 8.31494 -4.07397
H -1.19558 8.30993 -5.81167
H 0.76863 5.91118 -2.86352
C 3.11482 -9.74661 2.96903
C 3.51379 -8.41264 2.33215
C 3.64233 -8.64397 0.80284
C 2.37239 -8.98047 0.08745
C 1.37653 -7.80039 0.26901
C 1.12396 -7.36688 1.76578
N 2.47216 -7.34010 2.45316
O 2.28904 -7.03570 3.79952
C 0.45509 -5.93373 1.82527
C 0.09966 -8.41433 2.37108
C 4.85975 -7.87869 2.83666
H 2.40534 -10.28029 2.33664
H 3.95106 -10.43138 3.11010
H 2.68665 -9.69110 3.96989
H 3.98198 -7.73164 0.31253
H 4.37315 -9.42829 0.60577
H 2.49354 -9.07985 -0.99122
H 2.00783 -9.94766 0.43349
H 0.44543 -8.15280 -0.17480
H 1.76265 -6.89337 -0.19609
H -0.47952 -6.06813 1.28071
H 1.08598 -5.14272 1.41984
H 0.12872 -5.61620 2.81560
H -0.79261 -8.36161 1.74725
H -0.30040 -8.17415 3.35615
H 0.39886 -9.46108 2.42492
H 5.60620 -8.66415 2.71846
H 5.07645 -6.94051 2.32581
H 4.86065 -7.66107 3.90472
H 2.88397 -6.28707 3.88439
*
```